Arrangement one

Formula: C4H8O4
Source: the OMol25 dataset
Level of theory: ωB97M-V/def2-TZVPD

Element x y z (Å)
1 O -1.18537 -0.12009 -0.45109
2 O 1.71330 -0.30645 -1.51224
3 O 2.11456 1.43821 0.06383
4 O -0.53326 1.93017 0.24314
5 C -0.31012 0.82981 -0.21677
6 C -2.59515 0.09224 -0.42630
7 C 1.45772 0.21624 -0.27576
8 C 1.60454 -0.84025 0.84765
9 H -3.06652 0.91374 -1.13629
10 H 2.49642 0.21930 -1.75780
11 H -2.82078 0.37932 0.66932
12 H 0.80931 -0.67051 1.49411
13 H 1.57322 1.82604 0.75747
14 H 1.56891 -1.71280 0.25108
15 H 2.62342 -0.62750 1.38533
16 H -3.11198 -0.77947 -0.82649

* multiplicity: 1
* highest occupied orbital energy: -9.31 eV
* gap between HOMO and LUMO: 10.07 eV
* structure (SMILES): COC(=O)C(C)(O)O

Arrangement two

Formula: C4H8O4
Source: the OMol25 dataset
Level of theory: ωB97M-V/def2-TZVPD

Element x y z (Å)
1 O 2.64933 -1.26159 -2.80797
2 O -4.11671 1.73732 2.52129
3 O 4.68321 -0.64426 -1.83950
4 O -3.73032 -0.09109 1.21206
5 C 3.33322 -0.69700 -1.93318
6 C -3.53241 1.05298 1.57498
7 C 5.37763 -1.29432 -2.86927
8 C -5.14965 1.12090 3.22372
9 H 6.47583 -1.30622 -2.76718
10 H -2.71491 1.68705 1.17835
11 H 5.11787 -0.79483 -3.81776
12 H -5.52337 1.91284 3.89437
13 H 5.01676 -2.33583 -2.90979
14 H 2.91479 -0.14294 -1.06971
15 H -4.82464 0.26423 3.83781
16 H -5.97661 0.79277 2.57174

* multiplicity: 1
* highest occupied orbital energy: -10.76 eV
* gap between HOMO and LUMO: 11.60 eV
* structure (SMILES): COC=O.COC=O

Relative energies with respect to the most stable structure, expressed in kJ/mol: arrangement one 91.2; arrangement two 0.0.

Arrangement one

Formula: CF2O3S
Source: the OMol25 dataset
Level of theory: ωB97M-V/def2-TZVPD

Element x y z (Å)
1 S -1.74870 1.35980 -1.68162
2 F 1.35757 0.11774 1.79539
3 F 1.32445 -1.09974 0.05332
4 O -1.57735 2.72289 -2.11055
5 O 0.81723 -2.00804 1.95652
6 O -2.68649 0.57024 -2.49472
7 C 1.16399 -1.10800 1.32170

* multiplicity: 1
* highest occupied orbital energy: -12.24 eV
* gap between HOMO and LUMO: 10.72 eV

Arrangement two

Formula: CF2O3S
Source: the OMol25 dataset
Level of theory: ωB97M-V/def2-TZVPD

Element x y z (Å)
1 S -1.39312 -0.52913 -0.13563
2 F -1.56150 -1.33872 1.33924
3 F -2.96459 0.13009 0.01396
4 O -0.46982 0.53948 0.08924
5 O 1.96253 -0.73961 -0.52160
6 O 2.30938 1.50608 -0.29582
7 C 2.11713 0.43181 -0.48939

* multiplicity: 1
* highest occupied orbital energy: -12.69 eV
* gap between HOMO and LUMO: 12.39 eV

Relative energies with respect to the most stable structure, expressed in kJ/mol: arrangement one 56.8; arrangement two 0.0.